(1)
122
Properties=species:S:1:pos:R:3 method="wB97M-V/def2-TZVPD" largest_force_ha_per_bohr=0.071 lumo_ev=-6.34 charge=+2 e_above_lowest_kj_mol=0.0 molar_mass_g_mol=989.29
Ir 0.27 0.00 0.09
C 3.96 -1.80 2.05
C 3.12 -0.92 1.38
N 1.92 -1.30 0.97
C 1.53 -2.55 1.20
C 2.40 -3.43 1.83
N 3.60 -3.06 2.26
C 0.15 -2.89 0.80
C -0.45 -4.12 1.03
C -1.80 -4.30 0.75
C -2.47 -3.24 0.16
C -1.79 -2.06 -0.10
N -0.52 -1.90 0.23
C -2.41 -0.89 -0.72
C -3.54 -0.95 -1.52
N -4.05 0.11 -2.13
C -3.44 1.27 -1.93
C -2.29 1.36 -1.15
N -1.79 0.29 -0.55
C -2.51 -5.55 1.13
C -2.08 -6.32 2.20
C -2.80 -7.45 2.55
N -3.90 -7.83 1.90
C -4.31 -7.10 0.87
C -3.65 -5.96 0.44
H 4.94 -1.50 2.41
H 3.42 0.10 1.17
H 2.14 -4.47 2.00
H 0.13 -4.92 1.45
H -3.53 -3.30 -0.04
H -4.03 -1.90 -1.72
H -3.85 2.14 -2.43
H -1.78 2.30 -1.02
H -1.22 -6.04 2.79
H -2.49 -8.07 3.38
H -5.21 -7.44 0.36
H -4.01 -5.42 -0.43
C -0.93 2.93 6.49
C -0.69 1.43 6.28
C 0.66 1.05 6.91
C -1.82 0.65 6.98
C -0.62 1.06 4.81
C -0.68 -0.28 4.40
C -0.51 -0.60 3.07
N -0.30 0.30 2.11
C -0.30 1.60 2.48
C -0.42 1.99 3.80
C -0.15 2.56 1.38
C -0.65 3.85 1.47
C -0.55 4.73 0.39
C 0.15 4.27 -0.72
C 0.62 2.97 -0.74
N 0.45 2.11 0.25
C -1.18 6.11 0.46
C -1.34 6.74 -0.93
C -0.25 7.00 1.31
C -2.56 6.03 1.12
H -1.02 3.13 7.56
H -1.85 3.26 6.01
H -0.10 3.53 6.11
H 0.66 1.30 7.97
H 1.48 1.59 6.43
H 0.85 -0.03 6.81
H -1.91 0.99 8.01
H -1.61 -0.42 7.01
H -2.77 0.80 6.47
H -0.85 -1.07 5.11
H -0.53 -1.64 2.79
H -0.33 3.04 4.04
H -1.16 4.14 2.37
H 0.33 4.90 -1.58
H 1.16 2.59 -1.60
H -0.38 6.94 -1.40
H -1.86 7.69 -0.83
H -1.94 6.10 -1.59
H 0.73 7.09 0.84
H -0.12 6.59 2.31
H -0.68 8.00 1.40
H -3.18 5.25 0.66
H -3.08 6.98 1.01
H -2.50 5.82 2.19
C 4.15 -0.97 -4.31
C 3.46 -0.82 -2.95
C 3.74 -2.07 -2.11
C 4.02 0.39 -2.19
P 1.57 -0.63 -3.08
N 1.03 -0.16 -1.72
C 0.75 -2.29 -3.55
C 1.34 -3.01 -4.77
C 0.85 -3.23 -2.33
C -0.73 -1.98 -3.79
C 1.14 0.70 -4.39
C 1.19 0.16 -5.83
C 2.13 1.86 -4.27
C -0.25 1.24 -4.06
H 5.22 -1.16 -4.15
H 4.07 -0.08 -4.93
H 3.76 -1.81 -4.88
H 4.80 -2.09 -1.84
H 3.52 -2.99 -2.65
H 3.16 -2.05 -1.18
H 4.99 0.12 -1.76
H 3.35 0.66 -1.37
H 4.18 1.25 -2.83
H 2.37 -3.33 -4.60
H 1.32 -2.41 -5.68
H 0.75 -3.91 -4.96
H 1.72 -3.88 -2.38
H -0.03 -3.87 -2.29
H 0.90 -2.65 -1.41
H -0.91 -1.51 -4.75
H -1.12 -1.34 -2.99
H -1.30 -2.92 -3.78
H 2.13 -0.34 -6.05
H 1.10 1.00 -6.53
H 0.37 -0.52 -6.04
H 3.11 1.61 -4.67
H 2.25 2.18 -3.24
H 1.75 2.71 -4.85
H -1.05 0.53 -4.29
H -0.43 2.14 -4.65
H -0.31 1.49 -3.00


(2)
22
Properties=species:S:1:pos:R:3 method="wB97M-V/def2-TZVPD" largest_force_ha_per_bohr=0.119 lumo_ev=0.49 charge=0 e_above_lowest_kj_mol=375.6 molar_mass_g_mol=135.16
C -0.33 -0.68 -0.30
C 0.53 0.38 0.21
C -1.44 -0.82 1.30
C 1.60 0.52 -1.42
C 0.00 1.77 0.47
N -1.27 -0.48 -1.33
O 0.32 -1.90 -0.36
O 1.42 0.00 1.21
O -1.03 -0.50 2.61
H 0.05 -2.34 -1.17
H 1.64 -0.94 1.07
H -0.07 -0.36 2.64
H -1.19 -1.05 -2.17
H -1.38 0.45 -1.70
H -2.36 -0.27 1.10
H -1.66 -1.89 1.26
H 1.82 -0.40 -1.97
H 1.14 1.27 -2.07
H 2.54 0.88 -1.02
H -0.52 1.81 1.42
H -0.67 2.09 -0.33
H 0.84 2.47 0.53


(3)
77
Properties=species:S:1:pos:R:3 method="wB97M-V/def2-TZVPD" largest_force_ha_per_bohr=0.006 lumo_ev=-2.97 charge=+1 e_above_lowest_kj_mol=0.0 molar_mass_g_mol=700.73
Sc -0.48 0.82 -0.24
C 6.21 0.63 1.27
C 6.01 -0.27 0.23
C 4.77 -0.34 -0.40
C 3.73 0.49 0.02
C 3.94 1.38 1.07
C 5.18 1.46 1.69
P 2.13 0.50 -0.80
C 1.71 -1.25 -1.14
C 0.85 -1.57 -2.19
C 0.33 -2.86 -2.29
C 0.68 -3.83 -1.36
C 1.57 -3.52 -0.34
C 2.07 -2.24 -0.22
C 2.34 1.32 -2.40
C 3.54 1.53 -3.02
C 3.58 2.19 -4.27
C 2.42 2.61 -4.86
C 1.17 2.41 -4.23
C -0.05 2.85 -4.82
C -1.23 2.65 -4.18
C -1.26 2.01 -2.92
C -0.12 1.55 -2.29
C 1.12 1.77 -2.98
H 7.18 0.68 1.75
H 6.81 -0.91 -0.10
H 4.61 -1.04 -1.20
H 3.14 2.03 1.41
H 5.34 2.15 2.50
H 0.59 -0.83 -2.93
H -0.34 -3.11 -3.10
H 0.27 -4.83 -1.44
H 1.86 -4.28 0.38
H 2.74 -2.00 0.60
H 4.47 1.21 -2.56
H 4.53 2.35 -4.75
H 2.45 3.11 -5.82
H -0.01 3.34 -5.78
H -2.16 2.99 -4.64
H -2.24 1.87 -2.45
S -2.95 0.31 -0.16
P -2.37 -1.14 1.14
S -0.42 -0.92 1.63
C -3.39 -1.09 2.61
C -4.78 -1.19 2.45
C -5.60 -1.18 3.55
C -5.06 -1.07 4.83
C -3.69 -0.98 4.99
C -2.85 -0.99 3.89
C -2.61 -2.76 0.40
C -2.33 -3.89 1.17
C -2.47 -5.15 0.63
C -2.89 -5.30 -0.68
C -3.17 -4.19 -1.46
C -3.03 -2.92 -0.92
H -5.20 -1.27 1.45
H -6.68 -1.26 3.43
H -5.71 -1.07 5.69
H -3.26 -0.91 5.99
H -1.78 -0.92 4.01
H -2.01 -3.77 2.20
H -2.26 -6.03 1.24
H -3.00 -6.30 -1.10
H -3.51 -4.31 -2.48
H -3.25 -2.04 -1.52
N -1.13 4.08 4.17
C -0.68 4.00 2.90
C -0.79 2.80 2.16
N -0.34 2.73 0.92
C 0.22 3.82 0.37
C 0.32 4.98 1.11
N -0.12 5.08 2.36
H -1.68 3.35 4.58
H -1.10 4.98 4.62
H -1.24 1.90 2.59
H 0.57 3.74 -0.65
H 0.78 5.86 0.68


(4)
111
Properties=species:S:1:pos:R:3 method="wB97M-V/def2-TZVPD" largest_force_ha_per_bohr=0.014 lumo_ev=-2.50 charge=+1 molar_mass_g_mol=605.92
C 2.69 -5.12 1.69
C 2.19 -5.11 0.25
C 0.88 -4.30 0.09
C 1.02 -3.04 -0.77
C 1.59 -3.34 -2.15
C -0.29 -2.23 -1.03
C -0.02 -0.73 -1.26
N -0.77 -0.01 -0.18
C -0.01 0.13 1.13
N -0.74 1.08 1.92
C -0.91 0.70 3.34
C -2.02 -0.82 -0.08
C -1.54 -2.28 -0.08
O -1.25 -2.55 1.29
C -2.61 -3.23 -0.61
C -3.89 -3.28 0.25
C -4.01 -4.62 0.98
C -5.16 -3.02 -0.58
H 1.90 -5.40 2.38
H 3.51 -5.82 1.82
H 3.04 -4.13 1.99
H 2.01 -6.14 -0.06
H 2.96 -4.71 -0.40
H 0.08 -4.94 -0.30
H 0.59 -4.00 1.10
H 1.73 -2.37 -0.26
H 2.58 -3.79 -2.12
H 1.68 -2.42 -2.74
H 0.93 -4.01 -2.70
H -0.65 -2.60 -1.99
H 1.03 -0.44 -1.26
H -0.49 -0.41 -2.19
H -1.00 0.95 -0.45
H 0.01 -0.85 1.59
H 1.01 0.42 0.87
H -0.23 1.96 1.91
H -0.02 0.87 3.94
H -1.72 1.29 3.77
H -1.18 -0.35 3.40
H -2.58 -0.54 0.81
H -2.61 -0.61 -0.97
H -1.26 -3.51 1.43
H -2.16 -4.23 -0.67
H -2.85 -2.93 -1.63
H -3.83 -2.51 1.03
H -3.15 -4.81 1.62
H -4.07 -5.44 0.25
H -4.90 -4.65 1.61
H -5.58 -3.95 -0.96
H -5.93 -2.54 0.02
H -4.97 -2.38 -1.44
C -2.37 4.29 4.98
C -2.66 3.29 6.07
O -1.93 2.35 6.29
C -3.92 3.51 6.86
H -1.43 4.03 4.48
H -3.18 4.30 4.24
H -2.29 5.29 5.42
H -4.79 3.52 6.19
H -3.87 4.48 7.36
H -4.04 2.73 7.60
C 3.09 -1.86 -5.60
C 3.73 -3.12 -5.09
O 3.08 -4.11 -4.82
C 5.23 -3.11 -4.96
H 2.01 -1.98 -5.66
H 3.33 -1.02 -4.93
H 3.48 -1.60 -6.58
H 5.55 -2.32 -4.28
H 5.69 -2.89 -5.93
H 5.58 -4.08 -4.60
C 7.77 -0.29 -2.86
C 7.10 0.63 -3.86
O 6.46 0.21 -4.79
C 7.28 2.11 -3.63
H 7.58 -1.32 -3.13
H 8.84 -0.10 -2.85
H 7.39 -0.09 -1.86
H 8.34 2.37 -3.64
H 6.89 2.39 -2.65
H 6.76 2.68 -4.40
C -0.25 1.21 -8.39
C -0.04 0.77 -6.96
O 0.96 0.19 -6.61
C -1.15 1.10 -5.98
H 0.60 0.92 -8.99
H -1.16 0.75 -8.79
H -0.39 2.29 -8.43
H -2.08 0.64 -6.31
H -1.31 2.18 -5.95
H -0.88 0.74 -4.99
C -3.32 2.70 0.09
C -3.88 4.02 0.61
O -3.79 4.30 1.78
C -4.52 4.93 -0.40
H -2.88 2.16 0.93
H -4.11 2.11 -0.38
H -2.55 2.91 -0.67
H -5.36 4.42 -0.88
H -3.81 5.20 -1.18
H -4.88 5.83 0.10
C 0.51 6.70 7.73
C -0.49 5.68 8.21
O -1.61 5.64 7.77
C -0.02 4.72 9.27
H 0.06 7.34 6.97
H 0.86 7.32 8.56
H 1.39 6.20 7.31
H 0.31 5.27 10.16
H 0.84 4.15 8.91
H -0.82 4.04 9.54


(5)
16
Properties=species:S:1:pos:R:3 method="wB97M-V/def2-TZVPD" largest_force_ha_per_bohr=0.103 lumo_ev=0.90 charge=0 e_above_lowest_kj_mol=106.2 molar_mass_g_mol=120.58
N 1.49 -1.76 0.31
C 0.51 -1.01 0.92
C -0.73 -0.53 0.12
N -1.20 -1.54 -0.75
C -1.53 0.70 0.65
C -0.59 0.78 -0.51
Cl 0.95 1.74 -0.31
H 2.11 -1.21 -0.26
H 1.04 -2.53 -0.24
H 0.10 -1.58 1.91
H 0.91 -0.15 1.40
H -1.74 -1.20 -1.49
H -1.95 -2.17 -0.34
H -2.66 0.71 0.45
H -1.08 1.33 1.43
H -0.90 0.71 -1.60


(6)
30
Properties=species:S:1:pos:R:3 method="wB97M-V/def2-TZVPD" largest_force_ha_per_bohr=0.091 lumo_ev="3.39 / 1.78" s_squared=2.01 charge=-1 e_above_lowest_kj_mol=217.3 spin_multiplicity=3 molar_mass_g_mol=189.22
C -1.76 1.60 0.45
C -0.33 -0.14 0.24
C -0.28 1.35 0.05
C -0.11 1.62 -1.53
C 0.64 2.19 0.79
C -0.09 -2.49 0.70
C 1.95 -1.16 0.56
C 0.74 -1.45 -1.58
C 0.57 -1.35 0.00
O -2.44 -0.39 -1.33
O -3.08 -0.77 1.17
P -2.15 -0.16 0.11
H -1.75 2.00 1.43
H -2.31 2.35 -0.07
H -0.26 0.12 2.23
H 0.87 1.14 -1.85
H -0.11 2.75 -1.68
H -0.94 1.28 -2.06
H 1.70 2.06 0.47
H 0.55 2.09 1.95
H 0.31 3.32 0.69
H -0.80 -2.26 1.51
H 0.70 -3.06 1.29
H -0.43 -3.06 -0.05
H 2.61 -0.39 0.06
H 1.69 -0.60 1.51
H 2.48 -2.15 0.68
H 1.32 -0.59 -1.86
H -0.30 -1.40 -2.01
H 1.02 -2.45 -1.87